Record 1
{
  "formula": "C6H5NO3S",
  "method": "ωB97M-V with the def2-TZVPD basis set",
  "elements": ["C", "C", "C", "C", "C", "C", "N", "O", "O", "O", "S", "H", "H", "H", "H", "H"],
  "positions_angstrom": [[1.386, -1.218, 0.564], [1.984, 0.011, 0.327], [0.012, -1.503, 0.461], [1.358, 1.159, -0.256], [-1.036, -0.599, 0.515], [0.090, 1.505, -0.078], [-2.226, -0.703, -0.220], [-2.650, 0.440, -0.560], [-2.691, -1.720, -0.565], [-0.641, 2.262, -0.910], [-0.737, 0.880, 1.343], [2.028, -2.154, 0.512], [3.027, 0.084, 0.343], [-0.225, -2.389, -0.063], [1.957, 1.773, -0.841], [-1.634, 2.174, -0.573]],
  "forces_ev_per_angstrom": [[1.146, -0.747, 0.039], [-1.809, -0.153, -0.265], [-1.517, 1.172, -1.355], [0.851, -1.232, 1.286], [2.960, -0.745, 1.500], [-2.247, 0.394, 0.145], [-0.065, 4.155, -0.760], [-0.550, -1.704, 0.076], [-1.076, -2.608, -0.576], [-2.045, -0.056, 1.118], [-0.119, 0.600, 0.832], [-0.570, 1.490, 0.539], [1.497, -0.349, -0.115], [-0.235, -1.299, -0.129], [1.022, 0.882, -1.323], [2.757, 0.200, -1.012]],
  "molar_mass_g_mol": 171.18,
  "homo_energy_ev": -9.002,
  "charge": 0
}

Record 2
{
  "formula": "C6H5NO4",
  "method": "ωB97M-V with the def2-TZVPD basis set",
  "elements": ["O", "N", "O", "C", "C", "C", "C", "C", "O", "C", "O", "H", "H", "H", "H", "H"],
  "positions_angstrom": [[2.580, -1.519, -0.262], [2.333, -0.295, -0.023], [3.174, 0.472, 0.328], [0.984, 0.102, 0.003], [0.562, 1.433, -0.064], [-0.676, 1.807, -0.048], [-1.772, 0.832, -0.008], [-1.442, -0.518, 0.037], [-2.408, -1.378, 0.085], [-0.066, -0.855, 0.029], [0.108, -2.201, 0.117], [1.401, 2.248, -0.126], [-0.953, 3.005, -0.009], [-2.863, 1.163, -0.089], [-2.100, -2.101, 0.122], [1.139, -2.194, -0.092]],
  "forces_ev_per_angstrom": [[-0.483, 1.178, -0.029], [0.096, -1.928, 0.863], [0.839, 0.747, -0.322], [-3.140, -0.833, -0.689], [6.432, 1.681, 0.008], [-6.310, 3.035, 0.311], [0.505, 1.233, -0.363], [1.338, 4.767, -0.124], [-7.652, 13.487, -0.723], [-0.020, -1.426, 0.404], [2.673, 1.209, -0.791], [-1.633, -1.729, 0.194], [0.720, -3.443, -0.302], [1.779, -0.578, 0.316], [6.333, -16.401, 0.811], [-1.477, -0.997, 0.436]],
  "molar_mass_g_mol": 155.11,
  "homo_energy_ev": -9.129,
  "charge": 0,
  "smiles": "O=[N+]([O-])c1cccc(O)c1O"
}

Record 3
{
  "formula": "C6H5NO4S",
  "method": "ωB97M-V with the def2-TZVPD basis set",
  "elements": ["C", "C", "C", "C", "C", "C", "N", "O", "O", "O", "O", "S", "H", "H", "H", "H", "H"],
  "positions_angstrom": [[0.896, 0.553, -1.072], [-1.879, 1.057, 0.943], [0.732, -1.581, 0.225], [2.449, 0.032, 0.796], [-2.338, -0.069, 0.180], [1.304, -0.343, -0.024], [-0.413, 0.309, -1.621], [1.503, 1.468, -1.552], [-2.442, 1.461, 1.935], [0.970, -2.459, 1.014], [3.053, 1.065, 0.740], [-1.641, -0.709, -1.190], [-0.966, 1.545, 0.561], [-0.164, -1.760, -0.509], [2.688, -0.769, 1.524], [-3.193, -0.628, 0.531], [-0.556, 0.828, -2.481]],
  "forces_ev_per_angstrom": [[0.181, -0.572, 0.440], [0.887, 0.994, 0.294], [0.208, 0.085, -0.044], [-0.047, -0.465, 0.374], [-0.241, -1.092, -1.017], [0.204, 0.629, -0.185], [-0.868, -0.075, -0.663], [-0.116, 0.141, -0.184], [-0.179, -0.249, -0.120], [-0.187, -0.170, 0.014], [0.266, 0.274, 0.081], [0.170, 0.793, 0.839], [-0.098, 0.058, 0.092], [-0.169, -0.251, -0.108], [0.207, 0.047, 0.118], [-0.137, -0.094, 0.046], [-0.082, -0.052, 0.021]],
  "molar_mass_g_mol": 187.18,
  "homo_energy_ev": [-9.102, -9.382],
  "charge": 0
}

Record 4
{
  "formula": "C6H5NO5Yb",
  "method": "ωB97M-V with the def2-TZVPD basis set",
  "elements": ["Yb", "O", "C", "C", "O", "C", "O", "C", "O", "C", "C", "N", "O", "H", "H", "H", "H", "H"],
  "positions_angstrom": [[1.515, -0.685, -0.406], [5.027, -0.889, 0.388], [3.926, -0.891, 0.058], [-0.118, -2.427, -0.255], [-1.019, -3.137, -0.171], [0.533, 0.248, -2.377], [-0.082, 0.717, -3.231], [1.413, -2.216, -2.361], [1.132, -2.873, -3.271], [-1.051, 1.947, 2.148], [-0.982, 1.025, 0.996], [-2.116, 0.775, 0.332], [0.118, 0.482, 0.641], [-2.083, 2.295, 2.277], [-0.395, 2.809, 1.982], [-0.724, 1.435, 3.060], [-2.140, 0.153, -0.471], [-2.955, 1.234, 0.659]],
  "forces_ev_per_angstrom": [[-0.450, 1.143, 1.315], [-4.821, -0.084, -1.540], [5.695, 0.082, 1.799], [-4.947, -3.819, 1.060], [3.971, 3.003, -0.435], [-3.319, 3.167, -4.549], [2.789, -2.154, 3.712], [-0.807, -3.887, -5.133], [1.390, 3.109, 4.324], [-0.234, 0.145, 0.116], [-2.757, 0.584, -0.094], [2.084, 0.016, 0.647], [1.671, -1.456, -1.338], [0.377, 0.011, 0.130], [-0.011, -0.110, 0.031], [0.027, 0.058, -0.094], [-0.336, 0.288, 0.268], [-0.320, -0.095, -0.222]],
  "molar_mass_g_mol": 344.15,
  "spin_multiplicity": 2,
  "s_squared": 0.751,
  "homo_energy_ev": [-23.088, -23.082],
  "charge": 3
}

Record 5
{
  "formula": "C6H5NOS",
  "method": "ωB97M-V with the def2-TZVPD basis set",
  "elements": ["N", "C", "C", "C", "C", "C", "C", "S", "O", "H", "H", "H", "H", "H"],
  "positions_angstrom": [[-4.719, -0.469, -0.298], [-3.681, -0.076, -0.011], [-2.485, 0.216, 0.708], [-1.264, -0.052, 0.164], [-0.697, -0.239, -1.272], [0.597, -0.508, -1.231], [1.055, 0.121, 0.092], [2.265, -0.853, 1.214], [-0.140, 0.146, 0.862], [-2.709, 0.434, 1.732], [-1.089, -0.554, -2.163], [1.300, -0.916, -1.973], [1.409, 1.131, -0.090], [3.437, -0.215, 1.253]],
  "forces_ev_per_angstrom": [[-0.668, 0.088, -0.713], [0.431, -0.334, 0.622], [0.714, -0.892, -1.590], [0.703, 1.933, -2.128], [-0.371, -1.889, 1.852], [1.431, 1.523, 1.811], [0.760, -1.698, 0.541], [-1.128, -0.251, -0.585], [0.454, 0.421, 1.540], [0.671, 0.136, 0.469], [-2.429, -0.330, -1.780], [-0.663, 0.542, 0.258], [0.251, 0.114, 0.194], [-0.156, 0.637, -0.492]],
  "molar_mass_g_mol": 139.18,
  "homo_energy_ev": -9.166,
  "charge": 0,
  "smiles": "N#C/C=C1\\C=C[C@H](S)O1"
}

Record 6
{
  "formula": "C6H5NOS2",
  "method": "ωB97M-V with the def2-TZVPD basis set",
  "elements": ["C", "C", "C", "S", "C", "C", "S", "C", "N", "O", "H", "H", "H", "H", "H"],
  "positions_angstrom": [[-0.940, -1.821, -0.477], [-0.796, -0.529, -0.874], [-1.017, 0.351, 0.293], [-1.610, 2.125, -0.036], [-0.032, 1.504, 0.653], [1.294, 1.524, 0.127], [2.282, 2.610, -0.613], [1.868, 0.172, 0.459], [1.741, -0.923, 0.101], [1.810, -2.048, -0.164], [-1.193, -2.654, -1.036], [-0.818, -1.823, 0.555], [-1.185, -0.120, -1.751], [-1.540, -0.236, 1.020], [0.137, 1.869, 1.744]],
  "forces_ev_per_angstrom": [[0.580, 3.404, -1.338], [-2.085, -2.088, 1.486], [1.241, 3.232, 0.329], [1.055, -1.272, 0.153], [-3.011, 0.500, 2.164], [3.557, -1.001, -1.324], [-1.397, -0.600, 0.644], [-0.647, 2.631, -0.334], [0.976, 0.876, 0.636], [0.161, -2.848, -0.680], [-0.011, -1.448, -1.076], [0.086, -1.445, 1.714], [0.411, 0.287, -1.980], [-0.104, 0.837, 1.074], [-0.812, -1.064, -1.470]],
  "molar_mass_g_mol": 171.25,
  "homo_energy_ev": -9.259,
  "charge": 0,
  "smiles": "C=C[C@@H]1S[C@@H]1C(=S)C#[N+][O-]"
}

Record 7
{
  "formula": "C6H5O2",
  "method": "ωB97M-V with the def2-TZVPD basis set",
  "elements": ["C", "C", "C", "C", "C", "C", "O", "O", "H", "H", "H", "H", "H"],
  "positions_angstrom": [[1.524, 0.760, 0.133], [2.093, -0.417, -0.091], [0.177, 1.282, -0.127], [-1.192, -0.693, 0.594], [-0.589, -1.082, -0.695], [-0.874, 0.368, -0.498], [2.751, -1.392, -0.368], [0.019, 2.447, 0.198], [2.080, 1.416, 0.784], [-2.228, -0.920, 0.857], [-0.702, -0.785, 1.521], [-1.345, -1.705, -1.275], [-1.713, 0.720, -1.032]],
  "forces_ev_per_angstrom": [[0.953, -0.551, 0.541], [0.235, -3.454, -2.122], [0.688, 0.115, 0.988], [-1.014, -0.108, -0.533], [0.621, -1.703, -0.306], [-0.885, -1.819, 0.209], [-1.470, 3.224, 1.413], [-0.594, 0.890, -0.430], [0.367, 0.215, -0.086], [-0.416, 0.377, -0.659], [1.458, 0.479, 0.982], [0.963, 1.205, 0.116], [-0.906, 1.129, -0.112]],
  "molar_mass_g_mol": 109.10,
  "homo_energy_ev": [-2.123, -2.122],
  "charge": -1
}

Record 8
{
  "formula": "C6H5O5PS",
  "method": "ωB97M-V with the def2-TZVPD basis set",
  "elements": ["C", "C", "C", "C", "C", "C", "O", "O", "O", "O", "O", "P", "S", "H", "H", "H", "H", "H"],
  "positions_angstrom": [[0.468, 0.764, 2.343], [-0.788, 0.667, 1.853], [1.510, 0.135, 1.266], [-1.281, 0.002, 0.632], [1.072, -0.149, -0.035], [-0.394, -0.502, -0.239], [-0.906, 1.627, -1.914], [1.288, 0.362, -2.690], [-0.919, -0.178, -3.758], [1.592, -1.154, 1.029], [-1.901, -2.222, -1.315], [-0.228, 0.423, -2.575], [-0.469, -1.567, -1.540], [0.790, 0.702, 3.351], [-1.535, 1.074, 2.394], [2.546, 0.469, 1.513], [-2.404, 0.063, 0.524], [1.559, -0.515, -0.840]],
  "forces_ev_per_angstrom": [[3.312, -2.131, -3.676], [-1.694, -1.942, -3.070], [1.537, 4.886, 4.974], [-2.103, 2.760, 4.159], [-3.976, -2.597, 0.573], [4.688, 0.406, -0.767], [0.944, -1.617, -0.560], [-0.891, 0.123, 0.586], [-0.844, -0.173, -0.643], [-0.436, -4.042, 0.475], [2.387, 0.746, -1.180], [0.226, 3.527, -2.242], [-4.139, -2.807, 1.708], [0.048, 0.414, 0.963], [-2.701, 1.221, 1.917], [-0.496, 0.878, -0.552], [1.514, -0.384, -0.288], [2.624, 0.733, -2.379]],
  "molar_mass_g_mol": 220.14,
  "spin_multiplicity": 3,
  "s_squared": 2.016,
  "homo_energy_ev": [1.772, -1.049],
  "charge": -2
}

Record 9
{
  "formula": "C6H6",
  "method": "ωB97M-V with the def2-TZVPD basis set",
  "elements": ["C", "C", "C", "C", "C", "C", "H", "H", "H", "H", "H", "H"],
  "positions_angstrom": [[-2.127, 0.100, 0.187], [-0.711, 0.059, -0.261], [-0.041, -1.226, -0.106], [1.346, -0.848, 0.149], [1.463, 0.681, 0.090], [0.227, 1.245, -0.093], [-2.827, 0.900, -0.172], [-2.579, -0.876, 0.428], [-0.372, -2.186, -0.114], [2.298, -1.260, -0.165], [2.411, 1.022, 0.132], [0.130, 2.334, 0.094]],
  "forces_ev_per_angstrom": [[3.441, -0.141, -3.583], [-5.647, 0.902, 4.061], [6.451, 4.546, 1.153], [-2.887, 1.709, -2.814], [-4.359, -3.537, -0.257], [1.745, -1.030, -0.003], [0.889, -0.384, 1.174], [0.143, 0.610, -0.124], [-1.328, -2.316, -0.298], [-0.213, -1.299, 0.887], [2.642, 1.920, 0.508], [-0.877, -0.979, -0.704]],
  "molar_mass_g_mol": 78.11,
  "homo_energy_ev": -8.442,
  "charge": 0,
  "smiles": "C=C1C=CC=C1"
}

Record 10
{
  "formula": "C6H6",
  "method": "ωB97M-V with the def2-TZVPD basis set",
  "elements": ["C", "C", "C", "C", "C", "C", "H", "H", "H", "H", "H", "H"],
  "positions_angstrom": [[-0.972, 2.901, -0.135], [-0.303, 2.059, -0.672], [0.826, 1.137, -0.796], [0.501, -0.151, -0.134], [0.065, -1.214, 0.251], [-0.331, -2.553, 0.732], [-1.284, 3.814, 0.306], [1.226, 0.947, -1.798], [1.546, 1.844, -0.346], [-1.098, -2.532, 1.515], [-0.717, -3.190, -0.072], [0.542, -3.061, 1.151]],
  "forces_ev_per_angstrom": [[0.441, 0.116, -0.531], [-0.514, 0.422, 0.360], [0.030, 0.045, 0.021], [-0.095, -0.484, 0.078], [0.440, 0.472, -0.134], [0.065, 0.010, 0.017], [-0.588, -0.033, 0.022], [-0.507, 0.095, -0.022], [0.542, -1.257, 0.373], [0.152, 0.259, -0.166], [0.106, 0.287, 0.020], [-0.072, 0.068, -0.039]],
  "molar_mass_g_mol": 78.11,
  "homo_energy_ev": -9.545,
  "charge": 0,
  "smiles": "C#CCC#CC"
}

Record 11
{
  "formula": "C6H6",
  "method": "ωB97M-V with the def2-TZVPD basis set",
  "elements": ["C", "C", "C", "C", "C", "C", "H", "H", "H", "H", "H", "H"],
  "positions_angstrom": [[3.787, 0.029, 0.067], [2.649, -0.078, -0.316], [1.301, -0.252, -0.556], [0.113, -0.469, -0.499], [-1.290, -0.651, -0.135], [-1.929, 0.697, 0.213], [4.764, 0.090, 0.491], [-1.853, -1.172, -0.917], [-1.295, -1.305, 0.747], [-2.954, 0.562, 0.571], [-1.349, 1.193, 0.997], [-1.944, 1.354, -0.661]],
  "forces_ev_per_angstrom": [[-0.382, -0.063, -0.081], [0.416, -0.009, 0.178], [-0.437, -0.143, 0.182], [0.535, 0.071, 0.109], [-0.015, -0.040, -0.013], [-0.076, 0.089, 0.014], [-0.043, 0.057, -0.221], [0.111, 0.123, 0.039], [-0.082, 0.058, -0.145], [0.116, 0.008, -0.069], [-0.118, -0.068, -0.116], [-0.025, -0.084, 0.123]],
  "molar_mass_g_mol": 78.11,
  "homo_energy_ev": -9.249,
  "charge": 0,
  "smiles": "C#CC#CCC"
}

Record 12
{
  "formula": "C6H6",
  "method": "ωB97M-V with the def2-TZVPD basis set",
  "elements": ["C", "C", "C", "C", "C", "C", "H", "H", "H", "H", "H", "H"],
  "positions_angstrom": [[-2.332, -0.744, 0.119], [-1.506, 0.114, -0.089], [-0.472, 1.049, -0.086], [0.937, 0.466, 0.240], [1.096, -0.957, 0.510], [1.550, -0.574, -0.646], [-2.902, -1.650, 0.099], [-0.111, 1.509, -1.118], [-0.652, 1.738, 0.609], [1.538, 1.207, 0.795], [1.105, -1.675, 1.256], [1.748, -0.483, -1.688]],
  "forces_ev_per_angstrom": [[0.721, 0.034, -0.668], [-2.030, -2.087, 0.136], [4.290, -0.585, -4.419], [-0.534, 0.423, 1.101], [1.251, 0.263, -1.130], [-1.058, 1.125, 0.347], [-0.144, 0.394, 0.200], [-1.960, -0.375, 1.741], [-0.806, 3.311, 2.457], [-0.003, -0.282, -0.470], [-0.358, -1.361, 0.995], [0.629, -0.861, -0.290]],
  "molar_mass_g_mol": 78.11,
  "homo_energy_ev": -9.299,
  "charge": 0,
  "smiles": "C#CCC1C=C1"
}

Record 13
{
  "formula": "C6H6",
  "method": "ωB97M-V with the def2-TZVPD basis set",
  "elements": ["C", "C", "C", "C", "C", "C", "H", "H", "H", "H", "H", "H"],
  "positions_angstrom": [[1.006, 1.398, -0.858], [0.745, 0.158, -0.112], [-0.338, -0.059, 0.711], [-0.935, 1.000, 1.460], [-0.780, -1.407, 0.458], [-1.099, -2.482, 0.016], [0.212, 2.119, -0.669], [1.987, 1.794, -0.597], [1.032, 1.151, -1.933], [1.372, -0.710, -0.336], [-1.839, 0.623, 1.982], [-1.403, -3.464, -0.254]],
  "forces_ev_per_angstrom": [[0.074, 0.220, 0.236], [0.140, 0.281, -0.076], [-0.195, 0.024, -0.334], [-0.113, -0.140, -0.672], [-0.437, -0.819, 0.397], [-0.023, 0.175, 0.452], [0.239, 0.080, 0.059], [0.104, 0.173, -0.107], [0.024, -0.009, 0.314], [-0.208, 0.167, -0.207], [0.408, -0.157, 0.020], [-0.013, 0.005, -0.080]],
  "molar_mass_g_mol": 78.11,
  "homo_energy_ev": [-8.422, -8.423],
  "charge": 0
}

Record 14
{
  "formula": "C6H6",
  "method": "ωB97M-V with the def2-TZVPD basis set",
  "elements": ["C", "C", "C", "C", "C", "C", "H", "H", "H", "H", "H", "H"],
  "positions_angstrom": [[1.604, 0.748, -0.414], [0.706, -0.396, 0.034], [-0.252, -0.080, 1.107], [-1.592, -0.150, 0.999], [-0.479, -0.653, -0.801], [-1.757, -0.567, -0.387], [1.002, 1.640, -0.602], [2.335, 0.973, 0.366], [2.126, 0.472, -1.334], [1.245, -1.323, 0.246], [-2.302, 0.087, 1.784], [-2.634, -0.752, -0.999]],
  "forces_ev_per_angstrom": [[0.056, 0.054, -0.025], [-0.505, 0.041, 0.043], [-0.146, 0.383, 1.488], [0.526, 0.134, 0.321], [-0.486, -0.473, -1.380], [0.436, -0.095, -0.447], [0.094, -0.117, 0.021], [-0.086, -0.034, -0.114], [-0.054, 0.037, 0.131], [-0.066, 0.105, -0.019], [0.091, -0.079, -0.204], [0.139, 0.043, 0.187]],
  "molar_mass_g_mol": 78.11,
  "homo_energy_ev": [-8.450, -8.451],
  "charge": 0
}

no.,DFT total energy (hartree)
1,-910.11384
2,-587.17970
3,-985.38928
4,-1820.13001
5,-759.71316
6,-1157.76397
7,-382.00942
8,-1347.20275
9,-232.07754
10,-232.07067
11,-232.09387
12,-232.02153
13,-231.98300
14,-232.00419